## A
Below is 2 unconnected molecules or ions with the total composition CH5NO2P, with properties calculated with ωB97M-V/def2-TZVPD.

Computed properties:
M, g mol⁻¹: 94.0
Orbital gap (alpha / beta), eV: 6.374 / 6.367
LUMO level (alpha / beta), eV: 4.38 / 4.38

Geometry as ORCA input:
```
! RIJCOSX wB97M-V def2-TZVPD def2/J DEFGRID3
* xyz -1 1
C 1.28 -1.23 0.52
N -1.72 1.24 -1.30
O -0.02 0.70 1.77
O -0.36 1.38 -1.53
P 1.09 0.68 0.82
H 0.47 -1.36 -0.17
H 0.93 -1.66 1.45
H 2.19 -1.58 0.11
H -1.95 0.17 -1.24
H -1.91 1.65 -0.44
*
```



## B
Below is 2 unconnected molecules or ions with the total composition CH5NO2P, with properties calculated with ωB97M-V/def2-TZVPD.

Computed properties:
M, g mol⁻¹: 94.0
Orbital gap (alpha / beta), eV: 6.720 / 6.716
LUMO level (alpha / beta), eV: 4.33 / 4.33

Geometry as ORCA input:
```
! RIJCOSX wB97M-V def2-TZVPD def2/J DEFGRID3
* xyz -1 1
C -1.09 -0.22 0.29
N 1.30 -1.28 -1.28
O 0.65 2.24 0.89
O 1.39 -0.92 0.02
P 0.51 -0.15 1.09
H -1.64 -1.16 0.63
H -0.90 -0.24 -0.86
H -1.71 0.59 0.80
H 0.25 -1.25 -1.67
H 1.25 2.39 0.09
*
```



Which is most stable? The ranking, best first, is A, B.